Molecular formula: C42H108N12O12
Method: DFT, the ωB97M-V functional and the def2-TZVPD basis

The calculation puts the HOMO energy at -8.74 eV. As for the SMILES: COC[C@H](C)N.COC[C@H](C)N.COC[C@H](C)N.COC[C@H](C)N.COC[C@H](C)N.COC[C@H](C)N.CN(C)C=O.CN(C)C=O.CN(C)C=O.CN(C)C=O.CN(C)C=O.CN(C)C=O. The calculation puts the calculated total energy at -3224.61986 hartree. The calculation puts the lowest unoccupied orbital energy at 0.299 eV. The value obtained for the HOMO-LUMO gap is 0.3323 Ha.

Geometry (Å):
C -22.5401 16.4901 -20.3729
O -21.3971 17.2046 -19.8469
C -20.2035 16.4216 -19.6881
C -18.9389 17.3851 -19.4968
C -17.5869 16.7218 -19.6687
N -18.9792 17.7510 -18.1425
H -22.9350 15.6692 -19.7742
H -22.2527 16.2551 -21.3977
H -23.2656 17.2853 -20.5442
H -20.3428 15.6681 -18.9129
H -19.9452 15.9953 -20.6575
H -19.0754 18.3014 -20.0710
H -17.4020 15.9164 -18.9579
H -16.7343 17.3669 -19.4565
H -17.4339 16.2521 -20.6403
H -18.1192 17.5279 -17.6621
H -19.8125 17.4191 -17.6782
C -5.3696 16.9150 -5.6563
O -4.6961 16.1168 -6.5909
C -4.8154 16.5727 -7.9101
C -4.5416 15.4846 -8.9275
C -3.0602 15.0989 -9.0116
N -4.9921 15.8623 -10.2465
H -4.9787 17.9298 -5.5823
H -5.1692 16.4296 -4.7011
H -6.4485 16.9683 -5.8021
H -5.8258 16.9373 -8.0950
H -4.1785 17.4573 -7.9099
H -5.0574 14.5726 -8.6271
H -2.4228 15.9049 -9.3750
H -2.9189 14.1417 -9.5134
H -2.7756 14.9626 -7.9682
H -4.7502 16.8119 -10.4911
H -4.5541 15.3022 -10.9638
C -1.4601 22.2249 -17.4509
O -1.8374 22.1753 -16.0481
C -3.1429 21.9791 -15.7125
C -3.2862 20.5682 -15.3036
C -3.5102 19.5895 -16.4112
N -4.5169 20.5735 -14.6066
H -0.5642 22.7889 -17.7102
H -2.1685 22.7712 -18.0736
H -1.3253 21.2213 -17.8544
H -3.4296 22.6921 -14.9395
H -3.7753 22.1988 -16.5726
H -2.5650 20.2894 -14.5353
H -3.8065 18.6438 -15.9572
H -2.6665 19.4178 -17.0796
H -4.2979 19.9701 -17.0614
H -5.2721 20.8428 -15.2209
H -4.3116 21.3086 -13.9452
C -9.4316 18.5302 -22.5255
O -8.6279 19.5434 -21.8043
C -8.7624 20.8563 -22.3870
C -7.6613 21.9081 -22.0224
C -8.0922 23.3537 -22.1911
N -6.4729 21.7473 -22.8641
H -9.4155 18.5681 -23.6147
H -10.4942 18.6340 -22.3059
H -9.0724 17.5139 -22.3640
H -8.9728 20.9616 -23.4513
H -9.6474 21.2240 -21.8678
H -7.3964 21.8098 -20.9697
H -7.2741 24.0433 -21.9831
H -8.8707 23.5933 -21.4668
H -8.3806 23.6362 -23.2036
H -6.3357 20.9021 -23.3996
H -5.6008 21.9515 -22.3973
C -2.3450 9.5275 -4.9845
O -3.0850 8.3555 -4.9253
C -3.9174 8.1435 -6.0799
C -5.1718 9.0813 -6.0049
C -6.1307 8.6996 -4.9105
N -5.9019 8.9994 -7.2442
H -1.5918 9.5338 -5.7724
H -1.8517 9.5710 -4.0135
H -3.0180 10.3810 -5.0661
H -3.3527 8.1708 -7.0118
H -4.1117 7.0718 -6.0366
H -4.8884 10.1108 -5.7862
H -5.6649 8.9635 -3.9610
H -6.3015 7.6242 -4.8606
H -7.0700 9.2525 -4.9256
H -5.4833 9.4180 -8.0625
H -6.8090 9.4407 -7.1935
C -16.5944 15.2999 -10.3283
O -17.8212 15.6664 -10.9356
C -18.5531 14.5683 -11.5874
C -19.8243 14.1074 -10.7509
C -20.7027 13.1582 -11.5272
N -20.7694 15.1352 -10.4006
H -16.1358 14.5230 -10.9400
H -16.7356 14.8965 -9.3256
H -15.8677 16.0784 -10.0963
H -18.9575 15.0249 -12.4908
H -17.9712 13.7146 -11.9348
H -19.5776 13.6074 -9.8143
H -20.0441 12.3576 -11.8637
H -21.0425 13.6390 -12.4446
H -21.4998 12.7945 -10.8788
H -20.4319 15.8404 -9.7611
H -21.1442 15.6840 -11.1611
C -9.9113 14.4859 -14.7029
N -9.3997 13.1687 -15.0696
C -9.0402 12.9731 -16.4795
C -9.2535 12.2942 -14.0621
O -8.7028 11.2272 -14.2156
H -10.7669 14.5628 -15.3737
H -9.2832 15.3605 -14.8724
H -10.4188 14.5003 -13.7384
H -9.7526 13.4214 -17.1720
H -8.0299 13.3581 -16.6176
H -8.8021 11.9264 -16.6687
H -9.5881 12.6215 -13.0656
C -15.0465 11.3427 -25.0652
N -14.1837 10.5978 -24.1468
C -14.2922 11.1523 -22.7882
C -13.4022 9.5820 -24.5921
O -12.5635 9.0669 -23.9108
H -16.0644 10.9581 -25.1287
H -14.5848 11.3276 -26.0525
H -15.0929 12.3805 -24.7354
H -15.3538 11.2195 -22.5501
H -13.7245 10.3950 -22.2476
H -13.7934 12.1214 -22.7766
H -13.5978 9.3682 -25.6543
C -10.2109 4.5947 -16.8331
N -9.0836 3.8655 -17.1665
C -8.2994 3.3994 -16.0987
C -8.6129 3.8736 -18.3954
O -7.5442 3.2805 -18.7051
H -11.0532 4.0327 -16.4295
H -10.5104 5.2309 -17.6659
H -9.9495 5.3153 -16.0582
H -7.4884 4.0647 -15.8023
H -8.8369 3.4322 -15.1510
H -7.8448 2.4396 -16.3440
H -9.2168 4.4195 -19.1366
C -5.8718 12.8906 -24.9706
N -5.3483 14.0667 -25.5650
C -5.4312 14.1419 -27.0113
C -4.7157 14.9749 -24.7451
O -4.1078 15.9766 -25.1436
H -5.1474 12.1355 -25.2756
H -6.8399 12.6043 -25.3818
H -5.8696 12.8796 -23.8806
H -4.7451 13.5488 -27.6160
H -6.3811 13.7605 -27.3860
H -5.3217 15.2034 -27.2331
H -4.8586 14.7410 -23.6788
C -14.5193 4.2815 -10.6982
N -13.1377 4.5881 -10.3747
C -12.3257 3.4217 -10.0948
C -12.6723 5.8928 -10.5027
O -13.2245 6.9236 -10.8208
H -14.6943 3.4403 -11.3689
H -15.0404 5.2056 -10.9488
H -14.8695 3.9494 -9.7209
H -11.3394 3.6454 -10.5013
H -12.0113 3.3590 -9.0530
H -12.7774 2.4865 -10.4257
H -11.5952 5.8163 -10.2877
C -1.8960 8.6214 -16.1562
N -2.1569 9.2277 -17.3342
C -2.5065 8.4359 -18.4793
C -2.0241 10.5322 -17.5145
O -2.2180 11.1438 -18.5840
H -0.9071 8.1633 -16.1455
H -2.6931 7.8996 -15.9778
H -2.1072 9.2727 -15.3080
H -1.7544 7.6557 -18.5958
H -3.4169 7.8786 -18.2586
H -2.5383 8.8990 -19.4655
H -1.7372 10.9589 -16.5409